1.
16
Properties=species:S:1:pos:R:3:forces:R:3 method="wB97M-V/def2-TZVPD" total_charge=+1 relative_energy_kcal_mol=97.2 lumo_ev=-4.2121 e_homo_ev=-13.074 homo_lumo_gap_ev=8.86 smiles="CS[C@]12N[C@H]1NC=[NH+]2" energy_ev=-19573.0385
C -2.43981 0.26874 -0.45120 0.2558 0.9448 -0.0742
S -1.69914 -1.22731 0.25577 -1.8609 -0.5198 -0.2157
C -0.08931 -0.73514 0.26444 2.5431 4.1680 1.5393
N 0.34384 0.58223 1.01833 0.1036 2.5304 3.3717
C 0.65180 0.46359 -0.28101 0.4001 1.6819 -3.0983
N 2.05282 -0.01603 -0.58593 -0.5231 -0.2354 1.0301
C 2.10910 -1.26511 -0.12943 -1.2802 2.9760 -0.0281
N 0.94867 -1.65809 0.35317 -0.2734 -4.6848 -0.4976
H -1.87744 0.46574 -1.39610 -0.1005 0.6546 1.1659
H -2.65830 1.09356 0.31259 1.0574 -1.0568 -1.2477
H -3.39257 0.04565 -0.87238 -0.9293 -0.8116 0.0708
H 0.80402 1.34428 1.87417 -1.7321 -3.6650 -3.2391
H 0.42058 1.14911 -1.14712 -0.4527 -0.4463 1.1891
H 2.74632 0.75344 -0.52152 -0.0046 -1.4237 -0.4327
H 2.97000 -1.81280 -0.05638 1.9814 -1.5157 0.0548
H 0.67087 -2.67653 0.33468 0.8152 1.4035 0.4117

---

2.
16
Properties=species:S:1:pos:R:3:forces:R:3 method="wB97M-V/def2-TZVPD" relative_energy_kcal_mol=47.4 lumo_ev=0.8294 e_homo_ev=-8.317 homo_lumo_gap_ev=9.15 smiles=Cn1ccnc1NN energy_ev=-10236.1882
C -1.17914 -1.42206 -0.03056 -0.3111 -1.8854 -0.8187
N -0.83870 -0.05933 -0.12303 2.1102 2.5229 -1.7466
C -1.63126 1.08889 -0.28472 -2.5141 -1.7419 -1.0574
C -0.81063 2.14191 -0.22597 0.2402 1.6921 1.2121
N 0.47450 1.76377 -0.03150 1.5162 -1.5790 -0.6781
C 0.49873 0.44259 -0.10970 -1.1573 -0.3995 2.0390
N 1.65272 -0.39879 0.28009 -0.6205 2.0429 -1.4242
N 2.85723 0.45473 0.39227 -0.3947 -0.0290 1.6460
H -2.23125 -1.54824 0.21520 0.1205 0.1527 0.6769
H -1.09456 -2.11451 -0.92714 0.3638 1.3098 0.3629
H -0.47225 -1.79447 0.69765 -0.3562 -0.7052 0.5312
H -2.71938 1.04793 -0.65387 1.8953 -0.1348 1.1177
H -1.02476 3.19016 -0.00257 -0.3344 -0.3979 -0.8109
H 1.81089 -1.11670 -0.46564 0.1807 0.9734 0.9978
H 2.91170 1.10674 -0.38606 -0.3548 -0.0390 0.0152
H 2.79963 1.08460 1.27743 -0.3838 -1.7820 -2.0628

---

3.
16
Properties=species:S:1:pos:R:3:forces:R:3 method="wB97M-V/def2-TZVPD" relative_energy_kcal_mol=107.8 lumo_ev=0.5754 e_homo_ev=-8.227 homo_lumo_gap_ev=8.80 energy_ev=-10233.5678
C -1.78205 1.58226 0.00555 0.0021 -1.1566 -2.2031
C -1.10150 0.19297 -0.10055 -3.7764 2.7505 -0.2872
C 0.11051 -0.26407 -0.24152 4.3664 1.6464 0.9226
C -0.00730 -1.64893 -0.02105 2.9031 -7.5521 2.1904
H -2.80988 1.56003 0.37703 0.4311 -0.5381 0.6260
H -2.00359 1.91705 -1.04627 0.7076 0.1187 0.7938
H -1.18627 2.29962 0.53180 0.2629 0.5016 0.2159
H 0.12698 -1.87919 1.23324 -0.1450 0.7167 -3.3644
H 0.89430 -2.53697 -0.48575 -3.1030 3.0209 1.1133
H 1.21962 1.41585 0.07336 0.5188 -1.0947 -0.1968
H 2.76015 -0.28814 0.89291 0.4868 -0.0978 -0.5749
H 3.35769 0.31993 -0.60661 -2.4050 -1.2533 1.1694
N -1.46800 -1.99745 -0.14791 2.5877 -0.1681 -0.0621
N -1.98458 -0.88099 -0.15812 -2.7525 0.7119 0.2508
N 1.33580 0.42094 -0.19797 -2.7984 1.9962 -0.7661
N 2.53811 -0.21289 -0.10815 2.7136 0.3978 0.1725

---

4.
16
Properties=species:S:1:pos:R:3:forces:R:3 method="wB97M-V/def2-TZVPD" relative_energy_kcal_mol=88.0 lumo_ev=0.6455 e_homo_ev=-8.638 homo_lumo_gap_ev=9.28 energy_ev=-10234.4246
C -0.60245 0.83349 -1.44239 -0.7155 2.8748 -1.3173
C -0.65162 -0.44717 -1.39815 -1.1299 -4.1955 -0.5059
N -0.08129 -1.37641 -0.51955 1.2514 0.5105 -0.6587
N 1.11442 -0.92043 0.16981 -1.2545 -1.8853 -0.4409
C 0.75741 -0.38025 1.45016 1.0600 2.8392 -1.1424
C -0.40261 0.68700 1.26005 0.1209 -1.0169 -0.2466
N 0.17544 1.79396 0.51967 0.0505 0.3142 -0.2690
N 0.09164 1.81973 -0.72200 0.4376 0.2438 0.8067
H -1.10594 1.21422 -2.32874 0.1149 0.4717 0.2793
H -1.27956 -1.00076 -2.16375 0.7836 0.8990 0.8283
H 0.14646 -2.13210 -1.15518 0.3513 -0.5800 0.7394
H 1.66388 -0.30917 -0.40761 -0.0191 0.4217 -0.1785
H 0.44921 -1.12189 2.12758 -0.2222 -1.0429 0.8291
H 1.75346 0.09076 1.73936 -1.5238 -0.2752 0.4299
H -0.81465 1.06052 2.19502 0.2612 0.0267 0.1040
H -1.21381 0.18852 0.67573 0.4335 0.3941 0.7426

---

5.
16
Properties=species:S:1:pos:R:3:forces:R:3 method="wB97M-V/def2-TZVPD" relative_energy_kcal_mol=146.9 lumo_ev=-0.2617 e_homo_ev=-8.430 homo_lumo_gap_ev=8.17 energy_ev=-10231.8736
C -1.20593 1.21015 -0.01016 1.0224 2.1022 0.0892
C 0.13505 1.52383 0.29353 -0.4970 -0.8753 -0.0893
N 1.46458 0.93284 0.20887 -4.1989 0.8421 2.3241
N 1.47758 -0.09220 -0.65963 -2.2004 -1.3672 -5.5136
C 1.01439 -1.36442 -0.06634 2.6217 -0.5833 2.1059
C -0.23057 -1.09945 0.67615 1.2844 -2.7858 5.0969
N -1.27262 -1.11227 -0.17882 -4.3794 1.7746 -1.9402
N -1.81010 0.02539 -0.38617 0.4345 -2.2347 -1.6273
H -2.01951 2.04899 -0.16692 2.2437 -1.3460 0.9974
H 0.29396 2.43548 0.73755 -0.1379 2.6448 0.5661
H 2.08385 1.66104 -0.03739 0.9769 0.6326 -0.2024
H 0.63969 0.29849 -1.38808 2.9358 -2.3682 1.4316
H 0.55720 -2.13795 -0.65511 1.0270 -0.0676 -1.8995
H 1.89916 -1.97961 0.53652 -2.1828 2.1384 -1.2858
H -0.37225 -1.95652 1.41751 0.0631 0.4842 -1.0155
H -0.37584 -0.26698 1.30712 0.9870 1.0093 0.9625

---

6.
16
Properties=species:S:1:pos:R:3:forces:R:3 method="wB97M-V/def2-TZVPD" relative_energy_kcal_mol=117.6 lumo_ev=0.5293 e_homo_ev=-8.287 homo_lumo_gap_ev=8.82 smiles="CC1=C(NN)CN=N1" energy_ev=-10233.1412
C 0.52712 2.04290 0.07085 -1.1223 4.1406 -0.9387
C 0.80970 0.59678 -0.06403 -2.5971 1.7385 0.1913
C 0.02244 -0.50791 -0.06276 0.9810 -3.1231 0.6952
N -1.24440 -1.08027 0.05665 -1.5318 2.2285 -0.3924
N -2.13440 0.11964 0.09379 2.8348 -1.3417 -5.4859
C 0.99464 -1.58048 0.07435 2.6059 -1.1220 2.7007
N 2.32439 -0.97918 0.08486 -0.3591 2.2097 -0.9653
N 2.13785 0.29545 -0.07879 1.9573 -3.4332 1.0214
H 1.31682 2.69430 -0.54905 -1.7814 -1.6738 0.9265
H -0.61826 2.31035 -0.39720 3.3759 -0.5582 1.7928
H 0.74953 2.56048 1.15731 -1.0951 -1.7659 -2.3737
H -1.48402 -1.96801 -0.55352 0.5444 2.8236 1.3850
H -2.81995 0.02497 0.70745 -3.5904 -1.0209 3.7471
H -2.60067 0.12572 -0.83654 0.3793 0.4655 0.8210
H 1.02995 -2.30820 -0.65584 -0.0210 -1.4137 -2.4044
H 0.98925 -2.34655 0.95247 -0.5804 1.8461 -0.7204

---

7.
16
Properties=species:S:1:pos:R:3:forces:R:3 method="wB97M-V/def2-TZVPD" relative_energy_kcal_mol=154.4 lumo_ev=0.9235 e_homo_ev=-9.335 homo_lumo_gap_ev=10.26 energy_ev=-10231.5485
C -0.21839 1.92669 -0.67000 -3.4345 -1.7946 0.4667
C -0.20494 -0.44173 -0.58879 -4.2676 -3.3346 3.4948
C -0.54511 -2.33178 0.97817 3.9303 2.4775 -0.7322
C 1.04949 -2.36035 0.75739 -0.4977 2.9975 0.4157
H 1.63427 2.35717 -1.13852 -2.2992 2.3182 0.6348
H 0.52290 3.75220 -0.56448 0.4293 1.1982 0.2850
H -2.09745 2.88658 -0.73888 2.2463 -2.1486 1.0188
H -1.45094 -0.02903 -0.13128 3.0313 -1.8698 -2.1153
H -0.90006 -1.24033 1.67031 0.9231 -4.0648 -2.3562
H -0.98074 -3.32590 1.04391 -0.5684 0.6186 -0.2264
H 1.80248 -3.26616 0.53963 -2.1558 2.0916 0.8361
H 1.43362 -1.40320 1.37205 0.0065 -2.5894 -1.4641
N 0.67150 2.88570 -1.00248 2.3117 -3.5941 -0.9161
N -1.52688 1.99100 -0.42246 2.2244 1.2020 -1.3805
N 0.52798 0.51536 -0.63916 1.7079 5.2834 -0.9808
N 0.28227 -1.91622 -0.46540 -3.5875 1.2089 3.0197

---

8.
17
Properties=species:S:1:pos:R:3:forces:R:3 method="wB97M-V/def2-TZVPD" s2=2.030 relative_energy_kcal_mol=60.0 lumo_ev="0.9876 / -2.3689" e_homo_ev="-6.290 / -9.739" homo_lumo_gap_ev="7.28 / 7.37" energy_ev=-12278.5800 multiplicity=3
C -2.54801 1.22698 -0.00064 -2.4679 2.8174 -1.0977
C -0.98182 -0.06619 -0.14576 0.9196 -0.7076 -1.8229
C 1.67119 0.83370 0.57244 0.9394 2.1387 -3.3499
C 1.30473 0.17554 -0.75911 -1.8876 1.2101 -1.4633
N -1.30401 1.18125 -0.38005 2.2180 0.7541 -0.1586
N -3.04755 0.12735 0.40794 -2.2089 -1.4269 1.0099
N 0.63401 -2.02037 0.46457 -0.9428 -5.4687 1.8773
N 0.13135 -0.67300 -0.58226 -1.6575 2.8331 -0.5767
O -2.05057 -0.77654 0.31986 1.4182 -0.3175 -0.0711
H -3.21259 2.08539 -0.25403 0.6542 -0.6985 0.8219
H 1.39895 0.09551 1.19074 0.0505 -2.5809 3.0622
H 2.71777 1.08445 0.45099 0.3456 -0.2218 0.7595
H 1.15885 1.71806 0.86306 -0.7049 0.8099 -0.2618
H 1.21173 0.76764 -1.71672 -0.2659 0.1458 1.2732
H 2.06679 -0.47930 -1.01338 1.6097 -1.4943 -0.1812
H -0.26587 -2.59424 0.77394 2.2315 1.4807 -0.6343
H 1.11506 -2.68624 -0.19157 -0.2513 0.7263 0.8133

---

9.
18
Properties=species:S:1:pos:R:3:forces:R:3 method="wB97M-V/def2-TZVPD" relative_energy_kcal_mol=49.2 lumo_ev=0.2329 e_homo_ev=-9.630 homo_lumo_gap_ev=9.86 energy_ev=-14330.9700
N -2.04731 1.55568 -0.40731 2.2828 -0.9158 -2.7222
N -1.92409 0.14331 -0.67316 -0.9121 0.4721 0.3102
C -1.16571 -0.80469 -0.05317 0.2471 0.4944 0.1883
O -1.16623 -1.94889 -0.47106 -0.1341 -0.2913 0.1824
C -0.38230 -0.38945 1.16489 1.0095 0.5145 -0.2767
C 0.67283 0.43655 1.15701 -1.5911 0.3299 0.3226
C 1.28532 0.89356 -0.09452 0.5646 -1.0792 -1.6084
O 1.31613 2.02521 -0.54400 0.0184 -0.0446 0.4344
N 1.87886 -0.17476 -0.75873 -0.9083 -0.4465 0.7693
N 1.74206 -1.57139 -0.46923 1.8614 1.2983 0.1618
H -1.10756 1.99194 -0.62350 -1.5174 -0.5844 0.3493
H -2.28121 1.75138 0.51535 -0.4545 0.0561 2.0346
H -2.69450 -0.29440 -1.19334 0.6146 0.7109 -0.0197
H -0.62580 -0.92075 2.06328 -0.5997 0.1438 0.4960
H 1.07407 0.91774 2.03886 0.2114 -0.5654 0.3359
H 2.49970 0.02454 -1.50686 0.2581 0.2750 -0.6577
H 2.11368 -1.72583 0.46926 -0.4762 -0.2889 -0.4701
H 0.81205 -1.90974 -0.61377 -0.4744 -0.0787 0.1700

---

10.
18
Properties=species:S:1:pos:R:3:forces:R:3 method="wB97M-V/def2-TZVPD" total_charge=+1 s2=2.018 relative_energy_kcal_mol=30.2 lumo_ev="-4.0731 / -6.6538" e_homo_ev="-10.752 / -14.516" homo_lumo_gap_ev="6.68 / 7.86" energy_ev=-22550.6256 multiplicity=3
C 2.82700 -1.15479 -0.69318 -0.2000 0.2693 0.1484
C -0.92115 -0.73897 1.47529 -0.3337 -0.3922 1.3244
C -0.78611 0.68800 -1.24219 0.0711 0.1648 -0.0378
C 0.72292 1.23483 0.51474 3.0071 0.7166 1.1273
N 3.63461 -0.47582 0.14712 0.9381 -0.9318 -0.2796
N 1.61044 -0.65630 -0.69256 -0.4000 -0.2721 -0.2953
N 2.94982 0.44137 0.67870 -0.2469 1.3351 1.0522
N 1.71185 0.35634 0.17421 -0.1587 -0.3570 -0.3762
N -0.29979 1.51294 -0.29161 -1.9317 0.7252 -1.1055
S -1.58890 -1.01879 -0.02524 -0.6392 -0.7875 -1.6193
H 3.13159 -1.99432 -1.27882 0.0884 -0.2199 -0.1774
H -0.11653 -1.33834 1.85383 0.2917 -0.0783 -0.0508
H -1.53515 -0.20259 2.17192 -0.0774 0.3051 0.1736
H -1.63594 1.05880 -1.79549 -0.2207 -0.0307 0.1615
H -0.05782 0.11642 -1.80377 -0.1886 -0.1497 0.1971
H 0.98684 1.91269 1.31429 -0.1030 -0.0589 -0.1225
H -0.66176 -1.87231 -0.49105 -0.0621 -0.0442 -0.0585
H -0.90725 2.26441 0.02415 0.1656 -0.1937 -0.0616